{
  "formula": "C25H25BrF6GaN6O8S2",
  "method": "ωB97M-V with the def2-TZVPD basis set",
  "symbols": ["Ga", "C", "N", "C", "C", "O", "C", "O", "C", "C", "O", "N", "C", "C", "H", "H", "H", "H", "H", "H", "H", "H", "H", "H", "H", "H", "H", "H", "H", "H", "Br", "C", "C", "C", "C", "C", "C", "N", "N", "C", "C", "C", "C", "O", "C", "N", "C", "C", "C", "C", "H", "H", "H", "H", "H", "H", "H", "H", "H", "F", "C", "F", "F", "S", "O", "O", "N", "S", "O", "O", "C", "F", "F", "F"],
  "positions_angstrom": [[-0.42000, 1.01324, 0.14632], [-5.07415, 1.63941, 1.74032], [-4.05744, 1.88263, 0.71873], [-4.48482, 1.76351, -0.67936], [-2.80217, 2.06643, 1.01663], [-1.91667, 2.27660, 0.13649], [-2.31380, 2.02692, 2.46036], [-0.90614, 2.14683, 2.46897], [-0.40535, 3.45921, 2.31256], [0.56847, 3.52811, 1.14016], [0.81959, 2.50673, 0.45288], [1.18299, 4.65962, 0.88110], [2.11701, 4.73690, -0.25057], [1.00310, 5.88989, 1.64642], [-6.02913, 2.00238, 1.36955], [-4.84575, 2.17135, 2.66005], [-5.15631, 0.57098, 1.94328], [-5.04166, 2.65206, -0.97306], [-5.12551, 0.88808, -0.76649], [-3.61714, 1.63745, -1.31658], [-2.55032, 1.06293, 2.91065], [-2.78569, 2.80956, 3.06036], [0.12897, 3.73282, 3.22548], [-1.20712, 4.18444, 2.15657], [1.84160, 4.01393, -1.01167], [3.13273, 4.53304, 0.08763], [2.07097, 5.74157, -0.66360], [0.55378, 5.70285, 2.61610], [0.37798, 6.58862, 1.09007], [1.97802, 6.34532, 1.80845], [4.26168, -2.77777, -3.25314], [3.50986, -3.66676, -1.76403], [4.26378, -3.84275, -0.61447], [3.68920, -4.47242, 0.47788], [2.35593, -4.85761, 0.43453], [1.62249, -4.71990, -0.73640], [2.21078, -4.13526, -1.84689], [1.81494, -5.47853, 1.61302], [0.80042, -5.03205, 2.16289], [0.17124, -3.82569, 1.69061], [-1.12162, -3.87204, 1.24995], [-1.79601, -2.72627, 0.77631], [-1.16978, -1.50751, 0.76479], [-1.71158, -0.36413, 0.33022], [0.16046, -1.44838, 1.26361], [0.74088, -0.21843, 1.22411], [1.96546, -0.04898, 1.68209], [2.68014, -1.10159, 2.25732], [2.12604, -2.35549, 2.28991], [0.83935, -2.57468, 1.75879], [5.28970, -3.50343, -0.57730], [4.26700, -4.65850, 1.37487], [0.59787, -5.06058, -0.80178], [1.64651, -4.03975, -2.76024], [-1.63149, -4.82742, 1.23896], [-2.80609, -2.81323, 0.39769], [2.39596, 0.93555, 1.57404], [3.67124, -0.91854, 2.64656], [2.67089, -3.18192, 2.72400], [0.42710, 1.23464, -4.47254], [1.49665, 0.94232, -3.75788], [2.35846, 0.24028, -4.46108], [2.07089, 2.08177, -3.35628], [1.02216, 0.00341, -2.23115], [-0.04438, 0.94367, -1.70951], [2.16783, -0.03902, -1.38330], [0.45265, -1.36102, -2.55398], [-0.41390, -1.98935, -3.74064], [-0.61738, -3.36925, -3.45395], [0.02418, -1.54424, -5.02135], [-2.06809, -1.21517, -3.49816], [-2.53915, -1.47575, -2.27788], [-2.90466, -1.70226, -4.40135], [-1.98366, 0.11064, -3.64669]],
  "total_energy_ev": -212040.59694,
  "multiplicity": 1,
  "lumo_ev": -3.00,
  "total_charge": 1,
  "e_above_lowest_kj_mol": 21.8,
  "orbital_gap_ev": 7.20
}

***

{
  "formula": "C24H36P2SiTl",
  "method": "ωB97M-V with the def2-TZVPD basis set",
  "symbols": ["C", "C", "C", "H", "C", "C", "H", "H", "H", "H", "Tl", "C", "H", "H", "H", "Si", "C", "C", "H", "C", "H", "C", "H", "C", "H", "C", "H", "C", "C", "H", "C", "H", "C", "H", "C", "H", "C", "H", "H", "H", "C", "P", "C", "C", "C", "P", "C", "C", "H", "H", "H", "H", "H", "H", "H", "H", "H", "H", "H", "H", "H", "H", "H", "H"],
  "positions_angstrom": [[1.00032, 3.52716, 1.36171], [0.04297, 3.58282, 0.29700], [-1.25112, 3.40587, 0.86274], [0.25734, 3.77243, -0.75342], [-1.10575, 3.25345, 2.26414], [0.28121, 3.31130, 2.57696], [0.72047, 3.23744, 3.56775], [2.07660, 3.67892, 1.28062], [-2.19526, 3.42120, 0.32019], [-1.91905, 3.15025, 2.97824], [0.53835, 0.64841, 0.77920], [-1.43984, -2.84235, -4.14827], [-2.15934, -2.85540, -3.32527], [-1.78708, -2.15917, -4.92972], [-0.46131, -2.51737, -3.78394], [-0.17810, -0.38834, -1.66169], [1.53883, -0.36048, -2.35581], [2.26867, 0.84943, -2.28913], [1.81930, 1.74545, -1.84718], [3.57566, 0.91775, -2.79230], [4.12840, 1.86411, -2.74327], [4.14300, -0.21290, -3.40328], [5.14127, -0.13939, -3.86127], [3.43987, -1.43390, -3.43475], [3.89727, -2.30661, -3.91423], [2.14756, -1.51660, -2.89027], [1.59530, -2.46171, -2.91043], [-1.23544, 0.86102, -2.52227], [-0.86290, 1.45614, -3.75048], [0.07080, 1.17181, -4.24596], [-1.70608, 2.39726, -4.36403], [-1.42138, 2.85556, -5.32084], [-2.93918, 2.72633, -3.77770], [-3.61656, 3.43982, -4.26715], [-3.31549, 2.14701, -2.55054], [-4.28079, 2.39746, -2.09506], [-2.46903, 1.21873, -1.92970], [-2.76811, 0.73361, -0.99229], [-0.74606, -1.75193, -1.67383], [-1.34872, -3.85463, -4.56060], [1.97092, -2.22575, 1.18521], [0.55765, -3.30866, 1.59848], [0.93162, -3.68160, 3.36267], [-0.99943, -2.28159, 1.76582], [-1.37938, -1.48315, 3.04903], [-0.61947, 0.16069, 3.44291], [-1.63690, 0.84061, 4.81714], [0.78056, -0.46989, 4.43770], [2.80200, -2.93491, 1.09984], [2.19651, -1.48969, 1.96343], [1.88521, -1.72378, 0.21280], [0.02983, -3.61061, 3.97047], [1.29963, -4.71419, 3.36006], [1.69854, -3.04506, 3.81144], [-1.17111, -1.69389, 0.83907], [-1.74079, -3.10147, 1.72058], [-2.46129, -1.28460, 2.94529], [-1.24352, -2.09674, 3.96480], [-1.65839, 0.13723, 5.65937], [-1.23434, 1.78919, 5.19697], [-2.65296, 1.03264, 4.45038], [0.39222, -1.22350, 5.12983], [1.55880, -0.91305, 3.81113], [1.21753, 0.35182, 5.01166]],
  "total_energy_ev": -56612.01275,
  "multiplicity": 1,
  "lumo_ev": [-5.17, -5.17],
  "total_charge": 1,
  "e_above_lowest_kj_mol": 0.0,
  "orbital_gap_ev": [5.02, 5.03]
}

***

{
  "formula": "C39H72N3O4P",
  "method": "ωB97M-V with the def2-TZVPD basis set",
  "symbols": ["C", "C", "C", "P", "C", "C", "C", "O", "C", "C", "C", "C", "C", "C", "C", "C", "C", "O", "C", "C", "C", "C", "C", "N", "C", "H", "H", "H", "H", "H", "H", "H", "H", "H", "H", "H", "H", "H", "H", "H", "H", "H", "H", "H", "H", "H", "H", "H", "H", "H", "H", "H", "H", "H", "H", "H", "H", "H", "H", "H", "H", "C", "C", "C", "C", "C", "C", "N", "O", "C", "C", "C", "H", "H", "H", "H", "H", "H", "H", "H", "H", "H", "H", "H", "H", "H", "H", "H", "H", "H", "C", "C", "C", "C", "C", "C", "N", "O", "C", "C", "C", "H", "H", "H", "H", "H", "H", "H", "H", "H", "H", "H", "H", "H", "H", "H", "H", "H", "H"],
  "positions_angstrom": [[-1.94651, 4.66640, 4.02799], [-0.69982, 4.03933, 3.50117], [-0.08765, 4.53293, 2.07851], [0.80645, 3.06627, 1.27439], [2.01323, 3.19347, -0.22721], [-0.61368, 2.93616, -0.03304], [-0.59691, 4.15588, -1.10983], [-1.37977, 4.05139, -2.10735], [0.37989, 1.30791, 1.81121], [1.58813, 0.23732, 1.64055], [1.19205, -1.05620, 2.50107], [2.28591, -2.22961, 2.44583], [3.47410, -2.09631, 3.51792], [2.98136, -1.80276, 5.01399], [2.13428, -2.98920, 5.68796], [1.31812, -2.46250, 6.99143], [0.13183, -1.44837, 6.62702], [-0.67584, -1.22127, 7.82059], [-1.54589, -0.07260, 7.64303], [2.20461, 3.29654, 2.55081], [3.27639, 4.41824, 2.22659], [4.35478, 4.54095, 3.34684], [4.42882, 3.67452, 4.61310], [3.44565, 2.69088, 4.86754], [2.42655, 2.56741, 3.88671], [-2.90818, 4.06285, 3.81763], [-1.94100, 5.63233, 4.62680], [-0.26004, 3.19566, 4.12336], [-0.97954, 4.94678, 1.50151], [0.63479, 5.40977, 2.30150], [1.65258, 2.54746, -1.11569], [2.99762, 2.68466, 0.10873], [2.20533, 4.27697, -0.53235], [-1.61622, 2.92073, 0.52961], [-0.47404, 1.99182, -0.68849], [0.08557, 5.07380, -1.01110], [-0.48677, 0.87437, 1.17983], [-0.04460, 1.32832, 2.88902], [2.61737, 0.66229, 1.88097], [1.55168, -0.07931, 0.52690], [0.19893, -1.48821, 2.10998], [0.96346, -0.68049, 3.56960], [1.71194, -3.21882, 2.58029], [2.73793, -2.22366, 1.38984], [4.02090, -3.10386, 3.53801], [4.20212, -1.27724, 3.19855], [3.93552, -1.67516, 5.65739], [2.38923, -0.83630, 5.14411], [1.40274, -3.48110, 4.95749], [2.89795, -3.74443, 6.10535], [0.84529, -3.35258, 7.54688], [2.00167, -1.91330, 7.73610], [-0.56469, -1.86542, 5.81430], [0.60346, -0.43758, 6.35183], [-2.45828, -0.43266, 7.03423], [-0.98938, 0.78356, 7.11001], [-1.84650, 0.33980, 8.67132], [3.24751, 5.08019, 1.30739], [5.16019, 5.34743, 3.20897], [5.28001, 3.86253, 5.35557], [1.63104, 1.77739, 4.16263], [-3.20719, -5.83030, -1.96620], [-2.02247, -5.30524, -1.11065], [-2.09898, -5.82885, 0.34576], [-3.07543, -5.08451, 1.24273], [-2.81867, -3.58397, 1.17554], [-2.86890, -3.04900, -0.27100], [-1.97418, -3.81315, -1.20310], [-0.69651, -3.42704, -0.94070], [-4.34049, -3.08955, -0.75148], [-2.53867, -1.53496, -0.25421], [-0.79114, -6.00907, -1.75119], [-4.01534, -5.11863, -2.10730], [-2.88593, -6.07882, -2.98220], [-3.64524, -6.73386, -1.53260], [-1.10701, -5.75576, 0.80895], [-2.34990, -6.89471, 0.35143], [-4.10577, -5.32222, 0.96289], [-2.95449, -5.42539, 2.27618], [-3.55683, -3.06512, 1.79664], [-1.84143, -3.36914, 1.62488], [-4.41942, -2.79577, -1.80313], [-4.95642, -2.39174, -0.17551], [-4.81559, -4.06157, -0.62495], [-1.56452, -1.32059, 0.19575], [-3.27524, -0.97995, 0.33484], [-2.55009, -1.11985, -1.26673], [-0.60953, -5.64717, -2.76765], [-0.95774, -7.08905, -1.81026], [0.12449, -5.86521, -1.17110], [2.27133, 1.37630, -6.92754], [0.86797, 1.48864, -7.58261], [0.51566, 2.95954, -7.91932], [0.03042, 3.78717, -6.73960], [-1.10171, 3.06760, -6.01675], [-0.69850, 1.64586, -5.57373], [-0.13993, 0.82402, -6.69987], [-1.18697, 0.44969, -7.48301], [0.32043, 1.77050, -4.41529], [-1.92110, 0.96754, -4.90401], [1.06409, 0.77455, -8.95136], [2.26018, 1.27008, -5.84675], [2.80634, 0.48935, -7.28052], [2.89289, 2.24590, -7.15977], [-0.27506, 2.97707, -8.67969], [1.37636, 3.45921, -8.37649], [0.85977, 4.00253, -6.05955], [-0.32925, 4.75737, -7.09768], [-1.40847, 3.66132, -5.14894], [-1.97583, 3.02447, -6.67746], [0.70091, 0.78753, -4.11763], [-0.14830, 2.21502, -3.53136], [1.16737, 2.41675, -4.64424], [-2.79378, 0.92627, -5.56183], [-2.23483, 1.52199, -4.01409], [-1.67869, -0.05177, -4.58744], [1.24776, -0.29603, -8.81951], [1.92534, 1.19446, -9.48023], [0.20252, 0.89190, -9.61423]],
  "total_energy_ev": -63543.73625,
  "multiplicity": 3,
  "lumo_ev": [-0.17, -0.28],
  "total_charge": 0,
  "e_above_lowest_kj_mol": 422.2,
  "s2": 3.014,
  "orbital_gap_ev": [7.70, 8.23]
}

***

{
  "formula": "C2H10O4",
  "method": "ωB97M-V with the def2-TZVPD basis set",
  "symbols": ["C", "C", "O", "H", "H", "H", "H", "O", "H", "H", "O", "H", "H", "O", "H", "H"],
  "positions_angstrom": [[-1.24416, -1.54132, -0.34906], [-0.72898, -2.06008, 0.96149], [-0.55432, -1.42944, 1.96870], [-1.93460, -2.21712, -0.85269], [-1.70259, -0.55593, -0.35837], [-0.41856, -1.55570, -1.06964], [-0.56914, -3.15847, 0.98884], [0.25539, 1.39848, 2.16176], [-0.00875, 0.52096, 2.49534], [0.44429, 1.99576, 2.85844], [1.50048, 2.09819, -0.32385], [1.22198, 1.59694, 0.45574], [1.34428, 2.98603, -0.02522], [0.60673, 0.31009, -3.07820], [0.25493, 1.03250, -2.54350], [1.53302, 0.57913, -3.28978]],
  "total_energy_ev": -10425.92637,
  "smiles": "CC=O.O.O.O",
  "multiplicity": 1,
  "lumo_ev": 0.77,
  "total_charge": 0,
  "e_above_lowest_kj_mol": 25.7,
  "orbital_gap_ev": 11.07
}